# 1
The following is a DFT calculation (ωB97M-V/def2-TZVPD) of a structure of composition C6H24FeN12O10S.

Element x y z (Å)
Fe 0.04 -0.15 -0.38
S -0.12 1.97 4.41
O 0.47 3.28 4.20
O -1.33 2.16 5.14
O 4.16 -0.69 -0.05
O 1.68 3.42 -1.79
O -0.44 1.32 3.10
O -4.11 -0.96 -0.60
O -4.04 6.12 -1.00
O 0.58 -3.77 1.95
O 0.84 1.11 5.09
O 0.18 -2.73 -3.68
N -6.22 -1.20 -0.95
N -4.75 6.45 1.04
N -0.99 -3.37 -5.44
N 2.94 4.98 -1.03
N -3.48 4.76 0.57
N 0.69 -4.57 -4.82
N -5.34 -2.32 0.63
N 3.34 4.51 -2.99
N 1.47 -5.61 2.63
N 5.98 -1.90 -0.19
N 5.84 -0.49 1.30
N 0.86 -4.29 4.08
C 2.53 4.32 -1.97
C 0.98 -4.49 2.79
C -5.13 -1.54 -0.39
C -0.02 -3.50 -4.57
C 5.29 -0.93 0.22
C -4.15 5.80 0.12
H 6.57 -1.06 1.70
H 5.58 0.33 1.82
H 0.00 -5.27 -5.08
H -6.24 -2.57 1.02
H -4.58 -2.62 1.22
H 0.97 -3.29 4.20
H -2.83 4.28 -0.04
H -5.28 7.29 0.85
H 1.67 -6.02 1.74
H 6.99 -1.90 -0.09
H -3.33 4.45 1.52
H -1.31 -3.82 -6.29
H -4.74 6.00 1.94
H 5.52 -2.40 -0.93
H 3.61 5.71 -1.21
H 4.13 5.06 -2.69
H -6.31 -0.39 -1.55
H 1.20 -5.05 4.65
H -1.60 -2.65 -5.10
H 2.69 4.83 -0.07
H 1.55 -4.77 -4.34
H -7.05 -1.47 -0.44
H 1.60 -6.18 3.45
H 3.45 3.81 -3.70

Summary:
highest occupied orbital energy (spin up / spin down) = -2.58 / -8.92 eV
LUMO (spin up / spin down) = 0.59 / -4.97 eV
net charge = 0
2S+1 = 9
M = 512.2 g mol⁻¹



# 2
The following is a DFT calculation (ωB97M-V/def2-TZVPD) of a structure of composition C6H13F3HgNO8S.

Element x y z (Å)
Hg 0.12 0.23 1.11
S 0.55 3.87 1.34
F 2.44 5.52 2.39
F 3.15 3.68 1.64
F 2.80 5.11 0.21
O 1.13 0.48 3.19
O -0.35 4.79 0.59
O -0.71 -1.99 1.81
O 1.63 -1.18 0.18
O 0.28 3.76 2.81
O -1.25 0.34 -0.91
O 0.80 2.55 0.83
O -1.41 1.40 2.12
N -1.60 -1.16 -2.49
C -2.02 -0.48 -1.39
C 2.33 4.67 1.32
C 0.36 -2.95 1.53
C -2.48 -2.20 -2.94
C -0.40 -1.00 -3.15
C 1.51 -2.53 0.51
H 0.25 -0.28 -2.66
H 2.44 -2.93 0.91
H 0.86 -3.36 2.40
H 0.08 -1.97 -3.02
H -1.94 -3.14 -2.92
H -0.09 -3.84 1.08
H -2.96 -0.83 -0.95
H -3.21 -2.54 -2.20
H 1.15 -0.44 3.51
H -0.58 -0.71 -4.19
H -1.44 2.29 1.70
H -2.79 -2.02 -3.96
H 1.36 -3.13 -0.38

Summary:
highest occupied orbital energy (spin up / spin down) = -0.93 / -0.78 eV
LUMO (spin up / spin down) = 4.64 / 4.63 eV
net charge = -2
2S+1 = 2
M = 516.8 g mol⁻¹



- What is the formula in the first record?
  C6H24FeN12O10S



- Among the records above, which one has the lowest M?
  C6H24FeN12O10S



- The lowest M belongs to which entry?
  C6H24FeN12O10S